No. 1
Formula: C24H26ClN3O3S
Source: the Open Molecules 2025 dataset
Level of theory: ωB97M-V/def2-TZVPD

Output
HOMO (eV): -8.3
Relative energy (zero: lowest compared OMol25 entry of this formula, charge and spin) (kJ/mol): 102.1

Each line ends with the Mulliken charge.
Cartesian coordinates (Å):
1 C -0.85 2.13 0.72  -0.69
2 N -0.32 3.05 -0.25  0.20
3 C -0.74 2.72 -1.60  -0.83
4 C 1.08 3.41 -0.12  0.42
5 C 2.10 2.37 -0.66  -1.87
6 N 2.01 1.12 0.04  0.15
7 C 1.62 -0.02 -0.57  0.20
8 O 1.36 -0.08 -1.76  -0.66
9 C 1.42 -1.22 0.31  -0.43
10 C 0.41 -2.08 -0.11  -0.44
11 C 0.09 -3.21 0.62  -0.13
12 S -1.21 -4.32 0.04  1.54
13 O -1.81 -4.94 1.19  -0.70
14 O -0.65 -5.18 -0.95  -0.73
15 N -2.29 -3.30 -0.73  -0.03
16 C -2.40 -3.41 -2.17  -1.17
17 C -2.77 -2.17 -0.07  0.36
18 C -3.34 -1.10 -0.77  -0.44
19 C -3.81 0.01 -0.10  -0.60
20 C -3.72 0.09 1.28  -0.61
21 C -3.16 -0.96 1.98  -0.75
22 C -2.69 -2.08 1.32  -0.12
23 C 0.78 -3.52 1.78  -0.61
24 C 1.81 -2.70 2.19  -0.92
25 C 2.13 -1.56 1.46  1.08
26 Cl 3.47 -0.62 2.02  -0.24
27 C 1.27 4.78 -0.74  -0.30
28 C 2.04 5.02 -1.87  0.01
29 C 2.13 6.31 -2.39  -0.82
30 C 1.45 7.35 -1.80  -0.39
31 C 0.68 7.12 -0.68  -0.65
32 C 0.59 5.84 -0.16  -0.45
33 H -0.46 2.37 1.71  0.30
34 H -0.63 1.07 0.51  0.06
35 H -1.93 2.24 0.75  0.37
36 H -0.36 3.48 -2.28  0.29
37 H -0.41 1.73 -1.92  0.25
38 H -1.83 2.75 -1.63  0.29
39 H 1.27 3.52 0.96  0.72
40 H 3.11 2.78 -0.54  0.38
41 H 1.91 2.15 -1.71  0.55
42 H 2.17 1.12 1.04  0.33
43 H -0.11 -1.84 -1.02  0.77
44 H -3.45 -3.43 -2.47  0.43
45 H -1.88 -2.59 -2.68  0.38
46 H -1.93 -4.35 -2.45  0.31
47 H -3.42 -1.14 -1.85  0.43
48 H -4.25 0.82 -0.67  0.39
49 H -4.09 0.96 1.80  0.45
50 H -3.09 -0.92 3.05  0.42
51 H -2.29 -2.90 1.88  0.59
52 H 0.50 -4.40 2.33  0.54
53 H 2.38 -2.94 3.07  0.45
54 H 2.57 4.22 -2.36  0.37
55 H 2.73 6.48 -3.27  0.39
56 H 1.53 8.35 -2.21  0.38
57 H 0.14 7.93 -0.21  0.38
58 H -0.03 5.65 0.71  0.39

***

No. 2
Formula: C24H26CsIN3O4S2
Source: the Open Molecules 2025 dataset
Level of theory: ωB97M-V/def2-TZVPD

Output
Charge: -1
HOMO (eV): -4.9
Relative energy (zero: lowest compared OMol25 entry of this formula, charge and spin) (kJ/mol): 1.7

Each line ends with the Mulliken charge.
Cartesian coordinates (Å):
1 Cs 1.13 0.81 -1.34  0.90
2 C -3.79 -1.30 3.94  -0.98
3 C -3.59 0.07 3.31  -1.11
4 N -3.10 -0.03 1.95  0.54
5 C -4.11 0.08 0.90  -0.31
6 C -4.34 1.54 0.52  -1.05
7 C -1.77 -0.07 1.67  -0.33
8 S -0.60 0.09 2.89  -0.38
9 N -1.41 -0.14 0.36  -0.12
10 C -1.47 -1.23 -0.39  0.07
11 O -1.16 -1.25 -1.60  -0.74
12 C -1.98 -2.54 0.19  0.53
13 C -1.49 -3.07 1.38  0.07
14 C -1.96 -4.30 1.83  -0.81
15 C -2.93 -4.99 1.11  -0.40
16 C -3.42 -4.45 -0.08  -0.58
17 C -2.93 -3.24 -0.54  -0.46
18 H -4.22 -1.20 4.94  0.43
19 H -2.83 -1.81 4.01  0.21
20 H -4.46 -1.91 3.33  0.27
21 H -2.88 0.66 3.89  0.52
22 H -4.54 0.62 3.27  0.38
23 H -5.03 -0.37 1.28  0.39
24 H -3.82 -0.49 0.02  0.06
25 H -4.63 2.13 1.39  0.35
26 H -5.12 1.63 -0.24  0.40
27 H -3.41 1.96 0.11  0.12
28 H -0.76 -2.52 1.95  0.50
29 H -1.57 -4.72 2.75  0.40
30 H -3.30 -5.95 1.47  0.38
31 H -4.17 -4.99 -0.65  0.37
32 H -3.27 -2.83 -1.48  0.40
33 I -3.03 1.37 -2.98  0.10
34 C -2.20 3.22 -2.45  -0.18
35 C -2.95 4.38 -2.60  -0.37
36 C -2.34 5.58 -2.25  -0.22
37 C -1.04 5.57 -1.78  -0.59
38 C -0.39 4.35 -1.67  -0.24
39 N -0.96 3.19 -2.00  -0.09
40 H -3.96 4.34 -2.97  0.37
41 H -2.89 6.51 -2.35  0.38
42 H -0.54 6.49 -1.50  0.37
43 H 0.63 4.30 -1.30  0.40
44 C 8.00 -2.55 -0.16  -1.36
45 C 7.11 -1.41 -0.59  0.98
46 C 6.69 -0.45 0.32  -0.60
47 C 5.87 0.60 -0.07  -0.61
48 C 5.46 0.70 -1.39  0.21
49 C 5.86 -0.26 -2.31  -0.60
50 C 6.68 -1.30 -1.91  -0.52
51 S 4.46 2.08 -1.93  1.44
52 O 5.39 3.08 -2.39  -0.76
53 O 3.71 2.47 -0.74  -0.75
54 O 3.63 1.52 -3.00  -0.74
55 H 8.26 -2.48 0.89  0.34
56 H 8.92 -2.57 -0.74  0.32
57 H 7.50 -3.51 -0.32  0.30
58 H 7.01 -0.52 1.36  0.26
59 H 5.54 1.35 0.64  0.42
60 H 5.52 -0.18 -3.33  0.41
61 H 6.99 -2.05 -2.63  0.34

***

No. 3
Formula: C24H26F5N3O3S4SnTe
Source: the Open Molecules 2025 dataset
Level of theory: ωB97M-V/def2-TZVPD

Output
Charge: +2
HOMO (eV): -13.2

Each line ends with the Mulliken charge.
Cartesian coordinates (Å):
1 Sn 0.75 1.36 -0.59  1.25
2 C 3.71 -5.57 -0.34  -0.83
3 S 2.38 -5.04 0.75  0.15
4 C 1.85 -3.48 0.00  0.55
5 S 2.86 -3.06 1.31  0.13
6 N 1.13 -3.26 -0.97  -0.96
7 N 0.81 -1.94 -1.36  0.78
8 C 0.59 -1.94 -2.62  -0.30
9 C 0.18 -0.75 -3.39  0.19
10 C -0.30 -0.94 -4.67  -0.81
11 C -0.66 0.18 -5.42  -0.57
12 C -0.51 1.43 -4.86  -0.72
13 C -0.02 1.52 -3.55  -0.10
14 N 0.31 0.46 -2.82  0.05
15 H 4.17 -6.43 0.14  0.38
16 H 4.43 -4.76 -0.46  0.33
17 H 3.26 -5.85 -1.29  0.34
18 H 0.72 -2.87 -3.18  0.50
19 H -0.38 -1.94 -5.08  0.47
20 H -1.05 0.07 -6.42  0.48
21 H -0.75 2.33 -5.40  0.47
22 H 0.12 2.49 -3.09  0.43
23 O -0.03 1.64 1.55  -0.37
24 S 0.57 0.60 2.50  0.54
25 C -0.80 -0.53 2.90  -0.74
26 C -2.15 0.11 2.59  -1.48
27 C -2.50 -0.02 1.10  0.65
28 C -3.11 1.26 0.55  -0.87
29 S -2.90 1.47 -1.23  -0.27
30 O -1.38 1.60 -1.40  -0.20
31 C -3.35 -0.13 -1.82  0.50
32 C -4.70 -0.37 -2.04  -0.63
33 C -5.08 -1.62 -2.51  -0.71
34 C -4.12 -2.59 -2.77  -0.71
35 C -2.78 -2.32 -2.56  -0.46
36 C -2.38 -1.08 -2.08  0.87
37 C 2.57 3.13 3.12  0.24
38 C 3.02 2.84 4.38  -0.37
39 C 2.63 3.68 5.41  -0.50
40 C 1.81 4.77 5.14  -0.64
41 C 1.39 5.04 3.84  -0.53
42 C 1.78 4.20 2.80  -0.31
43 H -0.70 -0.74 3.96  0.54
44 H -0.62 -1.44 2.33  0.26
45 H -2.12 1.17 2.86  0.46
46 H -2.92 -0.34 3.21  0.57
47 H -3.16 -0.87 0.92  0.68
48 H -1.58 -0.22 0.55  -0.67
49 H -2.60 2.14 0.94  0.41
50 H -4.18 1.35 0.75  0.54
51 H -5.44 0.40 -1.85  0.47
52 H -6.13 -1.82 -2.70  0.42
53 H -4.43 -3.56 -3.15  0.42
54 H -2.04 -3.09 -2.76  0.47
55 H -1.34 -0.86 -1.92  -0.37
56 H 3.67 1.98 4.55  0.47
57 H 2.97 3.50 6.42  0.40
58 H 1.50 5.43 5.95  0.41
59 H 0.77 5.90 3.63  0.40
60 H 1.48 4.39 1.78  0.41
61 F 5.15 -1.23 0.76  -0.42
62 Te 3.67 -0.04 0.84  1.68
63 F 3.80 -0.22 2.68  -0.40
64 F 5.00 1.22 0.91  -0.34
65 F 2.94 2.28 2.11  0.11
66 F 2.82 1.30 -0.44  -0.63
67 O 1.40 -0.32 1.52  -0.48

***

No. 4
Formula: C24H26F6N2O2
Source: the Open Molecules 2025 dataset
Level of theory: ωB97M-V/def2-TZVPD

Output
HOMO (eV): -7.7

Each line ends with the Mulliken charge.
Cartesian coordinates (Å):
1 C 2.98 1.70 2.64  -1.11
2 C 1.49 1.83 2.88  0.41
3 C 0.62 1.95 1.66  0.29
4 C -0.32 3.10 1.89  0.58
5 C -0.42 4.13 0.79  -1.15
6 O -1.09 3.15 2.88  -0.61
7 O 1.03 1.72 4.04  -0.60
8 H 3.32 2.25 1.75  0.33
9 H 3.48 2.12 3.53  0.39
10 H 3.28 0.64 2.57  0.09
11 H 1.23 2.13 0.76  0.57
12 H 0.58 4.43 0.43  0.34
13 H -1.03 3.78 -0.07  0.09
14 H -0.92 5.02 1.21  0.38
15 C -4.25 1.20 -3.92  -1.16
16 N -3.89 1.96 -2.73  0.23
17 C -4.33 3.35 -2.70  -0.98
18 C -3.20 4.19 -3.24  0.94
19 F -3.45 5.53 -3.30  -0.28
20 F -2.08 3.99 -2.44  -0.21
21 F -2.86 3.74 -4.50  -0.28
22 C -3.14 1.38 -1.74  0.71
23 C -3.34 1.74 -0.39  -0.61
24 C -2.47 1.29 0.57  -0.89
25 C -1.34 0.52 0.23  0.58
26 C -0.41 0.19 1.28  -0.49
27 C 0.41 -1.00 1.22  -0.27
28 C 1.31 -1.25 2.30  -1.07
29 C 2.29 -2.21 2.20  -0.43
30 C 2.28 -3.14 1.11  0.48
31 N 3.31 -4.02 0.88  0.30
32 C 4.70 -3.64 1.15  -1.08
33 C 3.09 -5.47 0.77  -1.08
34 C 2.92 -6.01 -0.62  0.96
35 F 3.29 -7.32 -0.71  -0.28
36 F 1.60 -5.91 -1.03  -0.26
37 F 3.67 -5.30 -1.52  -0.27
38 C 1.20 -3.09 0.21  -0.21
39 C 0.30 -2.05 0.26  -1.31
40 C -1.15 0.15 -1.13  -1.39
41 C -2.10 0.48 -2.08  -0.46
42 H -4.47 0.17 -3.63  0.40
43 H -5.15 1.65 -4.35  0.33
44 H -3.44 1.21 -4.66  0.34
45 H -5.19 3.45 -3.39  0.36
46 H -4.56 3.67 -1.68  0.29
47 H -4.20 2.37 -0.14  0.42
48 H -2.71 1.46 1.63  0.38
49 H -0.78 0.41 2.33  0.72
50 H 1.20 -0.70 3.24  0.69
51 H 3.09 -2.29 2.95  0.50
52 H 4.73 -2.68 1.68  0.40
53 H 5.18 -4.41 1.77  0.33
54 H 5.28 -3.55 0.21  0.25
55 H 3.98 -5.97 1.19  0.40
56 H 2.18 -5.73 1.32  0.39
57 H 1.14 -3.85 -0.57  0.43
58 H -0.55 -2.10 -0.43  0.89
59 H -0.33 -0.51 -1.43  0.93
60 H -2.00 0.14 -3.12  0.36

***

Short version: Kohn-Sham gap = 8.37, 6.92, 5.43, 7.10 eV, in the order given.
Short version: LUMO energy = 0.002, 0.073, -0.285, -0.020 Eh, in the order given.